Computed, not measured: one molecule with the formula C9H5FN2 at a distorted geometry, with the ωB97M-V functional and the def2-TZVPD basis.

Geometry (Å):
C1 2.46 -0.58 -0.07
C2 -2.24 0.26 0.08
C3 -2.13 -1.04 0.57
C4 -1.29 1.05 -0.39
C5 -0.90 -1.61 0.40
C6 1.23 1.40 -0.45
C7 0.04 0.60 -0.11
C8 0.13 -0.78 0.02
C9 2.47 0.79 -0.50
N1 2.72 -1.37 0.80
N2 1.32 -1.42 -0.17
F1 3.57 1.49 -0.44
H1 -3.29 0.65 0.05
H2 -3.16 -1.29 0.80
H3 -1.48 1.98 -0.77
H4 -0.58 -2.65 0.70
H5 1.13 2.51 -0.52

As for the LUMO energy: -0.59 eV. Its SMILES is FC1=Cc2ccccc2N2N=C12. The orbital gap comes out at 7.9 eV. The net charge is 0. For the strongest force on any atom, the calculation gives 4.4 eV Å⁻¹. As for the energy above the lowest of the compared OMol25 structures with the same formula, charge and spin: 1.8594 eV.

Atomic partial charges in e from the Löwdin method, atoms 1 to 4:
1. C -0.3563
2. C -0.1320
3. C -0.0539
4. C -0.0267

Computed, not measured: one molecule with the formula C14H16N4O4 at a distorted geometry, with the ωB97M-V functional and the def2-TZVPD basis.

Geometry (Å):
C1 4.01 2.87 0.55
H1 3.44 3.48 -0.16
O1 3.92 1.50 0.22
C2 2.74 0.88 0.24
C3 1.52 1.50 0.55
C4 0.34 0.80 0.58
C5 0.31 -0.57 0.30
C6 1.51 -1.20 -0.02
C7 2.70 -0.49 -0.06
N1 3.90 -1.22 -0.41
O2 4.83 -0.61 -0.89
O3 3.89 -2.42 -0.21
H2 1.51 -2.25 -0.26
C8 -0.92 -1.42 0.29
O4 -0.97 -2.46 -0.33
N2 -1.96 -0.97 1.04
H3 -1.90 -0.08 1.51
C9 -3.17 -1.74 1.14
C10 -4.05 -1.66 -0.12
H4 -3.41 -1.85 -0.99
H5 -4.81 -2.44 -0.07
C11 -4.76 -0.31 -0.29
N3 -3.83 0.78 -0.43
C12 -3.47 1.67 0.51
N4 -2.53 2.48 0.09
C13 -2.27 2.10 -1.19
C14 -3.07 1.04 -1.53
H6 -3.15 0.48 -2.43
H7 -1.53 2.61 -1.77
H8 -3.92 1.71 1.49
H9 -5.41 -0.35 -1.17
H10 -5.38 -0.11 0.59
H11 -2.88 -2.79 1.27
H12 -3.73 -1.41 2.02
H13 -0.56 1.35 0.80
H14 1.50 2.56 0.77
H15 5.06 3.12 0.47
H16 3.66 3.06 1.57

As for the LUMO energy: -0.08 eV. Its SMILES is COc1ccc(C(=O)NCCCn2ccnc2)cc1[N+](=O)[O-]. The orbital gap comes out at 9.0 eV. The net charge is 0. For the strongest force on any atom, the calculation gives 1.1 eV Å⁻¹. As for the energy above the lowest of the compared OMol25 structures with the same formula, charge and spin: 3.3396 eV.

Atomic partial charges in e from the Löwdin method, atoms 1 to 4:
1. C -0.0596
2. H 0.0999
3. O -0.0620
4. C -0.1971

Computed, not measured: an isolated ion of composition C4H9N2 and charge +1 at a distorted geometry, with the ωB97M-V functional and the def2-TZVPD basis.

Geometry (Å):
C1 2.35 -0.77 0.24
C2 0.79 0.99 -0.21
C3 -0.60 1.26 0.02
C4 -1.66 -1.16 -0.05
N1 1.24 -0.28 -0.13
N2 -1.85 0.25 0.14
H1 2.48 -1.84 0.12
H2 3.21 -0.19 0.69
H3 0.91 1.59 -1.20
H4 1.58 1.75 0.31
H5 -1.01 2.24 0.24
H6 -2.59 -1.80 0.02
H7 -1.30 -1.26 -1.07
H8 -0.87 -1.50 0.57
H9 -2.68 0.73 0.33

As for the LUMO energy: -5.79 eV. Its SMILES is C=NC/C=[NH+]\C. The orbital gap comes out at 8.1 eV. The net charge is +1. For the strongest force on any atom, the calculation gives 9.4 eV Å⁻¹. As for the energy above the lowest of the compared OMol25 structures with the same formula, charge and spin: 4.7788 eV.

Atomic partial charges in e from the Löwdin method, atoms 1 to 4:
1. C 0.0521
2. C -0.2835
3. C 0.1840
4. C -0.0897

Values of energy, in order: -555.15073, -1062.99113, -266.92367, all in a.u..